# 1
The following is a DFT calculation (ωB97M-V/def2-TZVPD) of C4H7NO2 in the gas phase in a non-equilibrium geometry.

The multiplicity is 1. The value obtained for the relative energy (zero: lowest compared OMol25 entry of this formula, charge and spin) is 178.0 kcal per mole. The value obtained for the frontier orbital gap (alpha / beta) is 7.78 / 8.88 eV. The total energy is -9839.563 eV. As for the HOMO energy (alpha / beta): -8.54 / -8.68 eV.

Geometry as XYZ:
```
14
Properties=species:S:1:pos:R:3:forces:R:3
N -1.12636 1.09777 -0.72383 -1.23 0.27 -0.02
C -0.79794 -0.10046 -0.15917 2.05 0.57 0.59
C 0.87534 0.00983 0.43166 -2.30 3.85 -3.43
C -1.51551 -1.20618 -0.25752 0.42 -0.35 0.31
C 1.48994 -1.19488 0.55665 0.98 -1.62 0.07
O 1.27987 0.93865 -0.94614 -0.16 -1.66 1.69
O -1.31116 2.04876 0.24363 0.13 -0.05 0.11
H -1.58211 2.83686 -0.24969 0.18 -0.17 0.00
H 1.98756 1.59346 -0.81386 -0.07 -0.62 0.64
H 0.96750 0.72631 1.24183 -0.36 -0.14 0.03
H -1.08035 -2.16555 -0.01207 0.04 0.01 0.32
H -2.54872 -1.21894 -0.57203 0.05 0.24 -0.27
H 1.52174 -1.88124 -0.27639 0.18 -0.07 0.04
H 1.84020 -1.48438 1.53691 0.08 -0.25 -0.07
```
Forces are in eV/Å.

=====

# 2
The following is a DFT calculation (ωB97M-V/def2-TZVPD) of a molecular structure, C4H8IN2O5S2.

The multiplicity is 1. As for the charge: -1. The value obtained for the frontier orbital gap is 8.04 eV. The total energy is -47267.411 eV. As for the HOMO energy: -5.72 eV.

Geometry as XYZ:
```
22
Properties=species:S:1:pos:R:3:forces:R:3
C -1.29725 2.09553 0.51894 0.26 0.11 -0.06
N -0.97378 1.93891 -0.88910 0.00 0.21 -0.05
C 0.12810 1.06995 -1.22162 -0.09 0.35 0.11
S -0.33900 -0.51251 -2.00834 0.48 -0.17 -0.22
O -1.76929 -0.45774 -2.17282 -0.23 -0.05 0.05
O 0.45988 -0.56265 -3.20988 0.00 -0.03 0.00
N 0.18959 -1.72653 -1.09163 -0.41 0.27 -0.17
S -0.38823 -1.98926 0.33556 0.26 -0.05 0.31
O -0.30392 -3.38602 0.67621 -0.02 -0.06 -0.19
O -1.60083 -1.28229 0.66767 -0.26 0.02 0.02
C 0.78658 -1.21984 1.50359 0.01 0.25 0.38
C 2.21190 -1.10485 1.09803 -0.29 -0.17 0.03
O 2.81221 -1.66872 0.27747 0.45 -0.30 -0.43
I 3.31682 0.33340 2.37631 0.09 0.25 0.21
H -2.27883 2.55561 0.61534 -0.07 -0.04 -0.03
H -1.29483 1.15991 1.07385 -0.15 -0.25 0.10
H -0.58301 2.77780 0.99034 0.04 -0.02 0.00
H -1.78708 1.68625 -1.43065 -0.04 -0.20 0.01
H 0.77050 1.53365 -1.96882 0.07 -0.08 -0.11
H 0.74549 0.86800 -0.34762 0.01 -0.05 0.09
H 0.77768 -1.86120 2.38657 -0.03 -0.03 0.07
H 0.41729 -0.24740 1.82059 -0.05 0.03 -0.12
```
Forces are in eV/Å.

=====

# 3
The following is a DFT calculation (ωB97M-V/def2-TZVPD) of C3H6ClPS2 in the gas phase in a non-equilibrium geometry.

The multiplicity is 1. The value obtained for the relative energy (zero: lowest compared OMol25 entry of this formula, charge and spin) is 78.2 kcal per mole. The value obtained for the frontier orbital gap is 7.62 eV. Its structure (SMILES) is CSC#P(Cl)SC. The total energy is -46687.504 eV. As for the HOMO energy: -8.45 eV.

Geometry as XYZ:
```
13
Properties=species:S:1:pos:R:3:forces:R:3
C 0.92378 0.22083 -1.82324 1.55 -3.84 -0.52
S 2.33798 -0.85705 -1.23799 -1.40 0.73 2.36
C 2.06826 -1.17656 0.35761 -0.23 0.01 -0.92
P 0.62588 -1.01894 1.36887 -0.34 0.45 -1.74
Cl 1.53989 -1.00381 3.11251 0.57 0.12 1.77
S -0.44464 0.94091 1.53646 0.52 -0.98 -0.12
C -2.04341 0.50643 0.78942 -0.44 0.61 -2.30
H 1.16556 1.19080 -1.82441 1.33 3.61 -0.63
H 0.05537 0.15497 -1.25817 -1.41 -0.83 1.12
H 0.87558 -0.30586 -2.75099 -0.88 0.65 -1.19
H -1.87500 0.22137 -0.34571 -0.53 0.86 2.13
H -2.66306 1.49513 0.86294 0.97 -2.04 -0.23
H -2.56619 -0.36821 1.21270 0.29 0.65 0.26
```
Forces are in eV/Å.

=====

# 4
The following is a DFT calculation (ωB97M-V/def2-TZVPD) of 12 unconnected molecules or ions with the total composition C29H74F2N10O19S2 in a non-equilibrium geometry.

The multiplicity is 1. As for the charge: +6. The value obtained for the relative energy (zero: lowest compared OMol25 entry of this formula, charge and spin) is 151.9 kcal per mole. The value obtained for the frontier orbital gap is 5.37 eV. The total energy is -112110.888 eV. As for the HOMO energy: -18.88 eV.

Geometry as XYZ:
```
136
Properties=species:S:1:pos:R:3:forces:R:3
N 1.74010 -0.25047 -0.30512 0.14 2.71 4.49
S 0.53644 -0.26160 -1.19267 -7.41 -2.85 -7.33
O 0.08458 1.00095 -1.73784 0.81 -0.34 1.35
O -0.50147 -1.24874 -0.90566 1.81 1.63 0.60
F 1.19771 -0.94355 -2.46349 1.00 0.13 -0.06
S 0.95594 0.67753 0.99209 0.97 1.10 1.95
O -0.31737 0.18083 1.50820 3.32 1.04 -1.27
O 1.17581 2.11778 0.88966 -0.32 -2.40 -0.14
F 2.18656 0.23206 1.93703 -0.98 0.07 0.29
C -1.97942 -8.13708 0.73422 0.42 -0.41 0.69
C -2.44807 -6.72324 0.62572 -4.56 0.47 2.87
O -3.51038 -6.30909 1.08591 3.96 -0.68 -2.15
N -1.46405 -5.73046 -0.02414 -1.25 -0.49 -0.32
H -0.56975 -6.02057 0.34485 0.59 0.57 0.28
H -1.50690 -6.12907 -0.95116 0.48 0.12 -0.85
C -1.88322 -4.26078 -0.07607 0.37 -1.11 0.07
H -2.50846 -8.57756 1.57932 -0.29 0.18 -0.04
H -0.93355 -8.23045 1.02669 0.26 0.23 -0.28
H -2.15994 -8.82524 -0.09158 -0.10 0.45 -0.42
H -2.67224 -4.23638 -0.82769 -0.10 0.20 0.34
H -1.03074 -3.68420 -0.43515 -0.06 -0.01 0.19
H -2.22432 -3.99070 0.92334 -0.03 0.16 -0.10
C -4.14931 3.42437 -0.05449 -1.09 1.65 0.72
C -3.34111 2.23554 -0.18717 0.02 1.05 -0.20
O -2.23919 2.21727 0.24857 1.04 -1.47 0.00
N -3.90322 1.07292 -0.92069 0.14 -0.66 2.19
H -4.87200 1.11912 -1.20251 -0.45 0.70 -0.22
H -3.32733 0.91947 -1.73611 0.89 -0.91 -1.40
C -3.80482 -0.22654 -0.07764 0.26 0.64 -0.82
H -3.62699 4.19276 0.51548 0.46 -0.23 -0.14
H -4.98672 3.22403 0.61387 -0.71 -0.10 -0.55
H -4.43335 3.91191 -0.98708 -0.57 -0.42 -0.07
H -2.81847 -0.23349 0.38623 -0.11 -0.24 -0.26
H -3.93033 -0.96291 -0.87143 0.07 -0.53 0.64
H -4.59351 -0.21610 0.67466 -0.03 -0.11 -0.26
C -4.33221 3.95693 5.46922 -1.08 0.85 -0.25
C -3.93466 3.42281 4.13456 1.35 3.13 -0.68
O -3.33555 4.03879 3.25964 -1.74 -2.23 1.76
N -4.21259 1.96784 3.97589 1.33 0.16 0.43
H -4.57220 1.67962 4.87462 -0.01 -0.60 0.62
H -4.98451 1.78316 3.35128 -0.10 -0.15 -0.82
C -2.86604 1.31398 3.63743 -0.98 -0.44 -0.38
H -3.82643 3.54333 6.34171 0.54 0.03 -0.19
H -5.38198 3.79715 5.71530 -0.39 -0.64 -0.33
H -4.34317 5.04582 5.42112 0.81 -0.01 0.19
H -2.14415 1.52156 4.42730 -0.37 -0.03 0.12
H -2.53438 1.78761 2.71344 -0.06 -0.27 0.06
H -3.07111 0.24792 3.53958 0.39 -0.03 -0.07
C -1.93410 4.34371 -2.77379 0.71 -0.23 0.22
C -0.87025 3.56819 -3.53751 1.25 1.43 -0.95
O 0.26995 3.90727 -3.76590 -2.08 -0.90 0.81
N -1.35112 2.30226 -4.19578 -0.88 1.95 -0.05
H -0.53570 1.89019 -4.62636 0.20 -0.67 0.32
H -1.81473 1.74023 -3.49630 0.14 -1.62 0.27
C -2.32888 2.58510 -5.31252 0.71 -0.42 -1.49
H -2.95679 3.98616 -2.89361 0.17 -0.04 -0.22
H -1.86697 5.40576 -3.00969 -0.02 -0.06 -0.36
H -1.66478 4.30031 -1.71847 0.03 -0.18 0.16
H -3.15186 3.27024 -5.10904 0.40 -0.02 0.38
H -2.70921 1.64902 -5.72141 -0.16 -0.18 0.61
H -1.67536 2.93132 -6.11323 -0.41 0.67 -0.07
C -0.32448 4.63563 1.81861 0.65 0.16 -0.03
C 0.89921 5.35896 2.36022 0.27 5.97 0.28
O 1.03118 6.58651 2.53029 -0.60 -5.51 -0.49
N 2.21400 4.54210 2.45941 -1.43 -0.83 -0.83
H 2.75821 4.78425 3.27506 0.32 0.95 0.22
H 1.86917 3.61826 2.67782 0.18 -0.84 -0.45
C 3.06167 4.59402 1.18892 0.95 0.84 0.95
H -1.20422 5.27916 1.81359 0.35 0.21 0.26
H -0.58677 3.67495 2.26177 0.32 0.09 0.21
H -0.04695 4.43451 0.78390 -0.14 -0.17 -0.21
H 3.58575 5.54434 1.29058 -0.12 0.12 -0.33
H 2.51924 4.58564 0.24351 -0.35 -0.24 0.52
H 3.84558 3.84000 1.26003 -0.37 -0.19 -0.12
C 3.95271 -4.44962 -0.42564 0.44 -1.18 0.02
C 2.67771 -3.74444 -0.51912 -0.82 1.11 -1.53
O 1.81381 -3.85331 -1.35024 1.00 0.48 2.07
N 2.61725 -2.60942 0.58203 -0.18 -2.56 0.38
H 3.57778 -2.34662 0.75060 0.46 -0.41 0.62
H 2.21448 -1.73560 0.27494 -1.11 0.19 -0.39
C 1.91695 -3.20763 1.85502 1.05 0.48 -0.77
H 3.91241 -5.20883 0.35543 -0.13 -0.13 0.28
H 4.80338 -3.82850 -0.14513 -0.01 0.11 -0.27
H 4.11433 -5.02295 -1.33848 0.18 0.23 -0.05
H 0.87063 -3.37858 1.60185 0.13 0.40 0.31
H 2.10931 -2.49191 2.65430 -0.66 -0.22 -0.07
H 2.42470 -4.14631 2.07674 -0.05 0.05 0.01
C 4.36133 1.90807 5.20718 0.07 0.32 -0.72
C 4.27176 0.63759 5.98201 3.28 0.96 1.79
O 5.22071 0.09884 6.51712 -2.95 0.68 -1.52
N 2.91463 0.12140 6.20099 -0.94 -1.44 0.68
H 2.92095 -0.25429 7.13850 0.50 -1.10 0.66
H 2.12503 0.73308 6.35093 0.00 1.25 -0.87
C 2.57260 -0.97608 5.20034 0.18 -0.12 1.11
H 5.08634 2.57711 5.67070 0.21 -0.26 -0.02
H 3.45054 2.48972 5.06490 -0.34 -0.36 0.35
H 4.70280 1.64377 4.20636 0.35 0.10 -0.08
H 1.50951 -1.18789 5.31472 -0.01 -0.12 -0.53
H 3.15790 -1.82046 5.56440 -0.06 -0.14 -0.46
H 2.89495 -0.63866 4.21528 -0.29 -0.08 0.13
C 0.54070 -3.63652 -4.61186 -0.26 0.36 -0.08
C 0.76404 -3.17843 -6.01272 1.24 -2.92 -3.49
O 1.17931 -3.86375 -6.94289 -1.36 2.79 3.02
N 0.29549 -1.72354 -6.32101 1.54 -0.85 -0.98
H -0.44445 -1.46946 -5.68223 -1.74 -0.02 0.24
H 1.05843 -1.18931 -5.93034 0.66 0.53 -0.36
C 0.10806 -1.46558 -7.85304 -0.03 -0.56 1.19
H 0.78456 -2.84095 -3.90781 -0.29 -0.13 0.15
H 1.02095 -4.57571 -4.33729 0.35 0.23 -0.52
H -0.52908 -3.84511 -4.62508 -0.26 0.22 0.43
H -0.22609 -0.44308 -8.02893 -0.03 -0.18 0.25
H -0.63208 -2.21219 -8.14090 0.09 0.28 -0.27
H 1.06500 -1.65602 -8.33895 -0.18 -0.04 0.12
C 3.05995 2.39879 -2.36091 -0.09 -1.02 0.26
C 4.18356 1.97429 -1.42464 0.80 2.67 0.39
O 4.85995 2.78100 -0.82899 -1.01 -2.55 -0.82
N 4.27616 0.45918 -1.05352 1.56 1.75 -1.88
H 4.76552 0.43599 -0.17029 1.01 -0.11 0.09
H 3.32646 0.21714 -0.80943 -0.93 -0.58 -0.32
C 4.87454 -0.41883 -2.20103 -0.89 -0.22 0.91
H 2.56372 3.18234 -1.78828 -0.31 -0.14 -0.15
H 2.39867 1.55967 -2.57697 -0.23 0.13 0.26
H 3.26960 2.82747 -3.34090 0.92 0.06 0.20
H 4.20166 -0.37885 -3.05761 -0.17 0.08 0.27
H 4.85815 -1.41364 -1.75586 0.26 -0.07 -0.43
H 5.86955 -0.15554 -2.55983 0.02 0.42 0.69
O -3.05657 -2.20409 -2.89562 0.49 1.19 0.42
C -2.42539 -1.17173 -3.52468 0.68 1.14 -0.28
O -1.85413 -1.44987 -4.57460 0.96 -1.03 -1.51
O -2.35018 -0.00921 -3.05424 -1.59 0.82 1.76
H -2.58103 -2.88547 -3.37643 -0.64 -1.11 -0.10
O -2.04024 -1.94819 2.43973 -1.58 3.04 -3.23
C -1.41656 -2.59792 3.36825 -0.93 -6.28 3.93
O -2.00910 -3.60786 3.81026 0.43 1.04 -0.52
O -0.27248 -2.23449 3.66473 2.68 1.87 0.09
H -1.31550 -1.36223 2.20951 -0.14 0.74 -0.73
```
Forces are in eV/Å.

=====

# 5
The following is a DFT calculation (ωB97M-V/def2-TZVPD) of a molecular structure, C23H27N6O6S3 in a non-equilibrium geometry.

The multiplicity is 1. As for the charge: -1. The value obtained for the relative energy (zero: lowest compared OMol25 entry of this formula, charge and spin) is 0.0 kcal per mole. The value obtained for the frontier orbital gap is 9.39 eV. The total energy is -78019.886 eV. As for the HOMO energy: -6.88 eV.

Geometry as XYZ:
```
65
Properties=species:S:1:pos:R:3:forces:R:3
C 2.96122 -2.40276 1.98598 -0.51 0.19 -0.06
S 3.01440 -0.63083 1.92991 0.65 0.48 0.32
O 4.24562 -0.26076 1.28506 0.05 -0.13 -0.47
O 2.78890 -0.05052 3.22851 -0.44 -0.26 0.32
S 1.39193 -0.13915 0.54874 -0.31 0.18 -0.72
O 0.95942 -1.44511 0.09518 0.05 -0.17 0.17
O 2.06115 0.66810 -0.43217 0.08 0.20 0.15
N 0.34982 0.64223 1.43653 0.28 -0.58 -0.17
S -1.16492 0.65700 0.91379 -0.42 1.34 -0.25
O -1.31356 0.46779 -0.50540 0.22 -0.58 -0.20
O -1.78121 1.86682 1.40706 0.03 -0.13 0.49
C -2.00791 -0.66198 1.76256 0.36 -0.16 0.19
C -1.43745 -2.02804 1.51836 -0.11 -0.05 0.44
N -1.09421 -2.82094 2.44663 0.07 -0.19 -0.23
H 3.93455 -2.71549 2.33473 0.18 -0.05 0.20
H 2.76360 -2.76263 0.98483 0.08 -0.04 -0.17
H 2.14439 -2.69260 2.63515 -0.06 -0.15 0.16
H -3.05138 -0.59434 1.47359 -0.15 0.01 -0.31
H -1.93441 -0.40310 2.81416 0.02 0.01 0.21
H -1.33962 -2.34909 0.49368 0.00 -0.01 -0.22
H -1.23841 -2.38872 3.35682 -0.01 0.09 0.13
N 6.98257 4.49334 2.45439 0.01 0.02 0.00
C 7.10559 3.32958 3.08948 0.05 -0.01 0.02
C 6.06854 2.42376 3.24837 0.04 0.04 0.01
C 4.82773 2.74006 2.72140 -0.09 0.00 -0.01
C 4.68166 3.94607 2.05631 0.05 0.03 0.02
C 5.78432 4.78048 1.95034 0.00 0.04 -0.03
H 8.09185 3.11619 3.48945 -0.01 -0.04 0.01
H 6.22833 1.48989 3.76935 0.01 -0.02 -0.01
H 3.99665 2.05875 2.82494 -0.03 -0.04 0.01
H 3.73233 4.23173 1.62478 0.00 0.00 -0.02
H 5.70934 5.73143 1.43294 -0.04 0.00 -0.01
N -3.62870 -3.47925 -0.25627 -0.08 -0.02 0.01
C -3.26503 -4.70073 0.12266 0.12 0.01 0.01
C -4.16725 -5.71526 0.40685 -0.03 0.00 -0.01
C -5.52059 -5.44318 0.29473 -0.02 -0.03 0.01
C -5.91453 -4.17387 -0.09546 0.00 -0.01 0.00
C -4.93121 -3.23154 -0.35898 0.00 0.09 -0.04
H -2.19695 -4.86807 0.20954 0.00 -0.02 0.04
H -3.81431 -6.69075 0.71172 0.02 0.00 0.00
H -6.25677 -6.20733 0.51035 -0.01 -0.01 0.00
H -6.96003 -3.91575 -0.19360 -0.01 0.02 0.00
H -5.19515 -2.22586 -0.66874 -0.04 0.00 0.00
N 3.31067 -2.45464 -3.41687 -0.04 0.05 -0.06
C 2.45809 -1.54114 -2.94998 0.08 -0.13 0.03
C 2.03044 -0.44423 -3.68538 -0.02 0.04 -0.04
C 2.51474 -0.28452 -4.97056 -0.01 0.02 -0.03
C 3.40465 -1.22425 -5.47119 -0.01 0.01 0.00
C 3.76619 -2.28445 -4.65665 0.03 -0.05 0.02
H 2.09891 -1.69007 -1.94233 -0.05 0.02 0.06
H 1.33862 0.26056 -3.24545 0.02 -0.01 0.06
H 2.20691 0.55999 -5.57462 0.00 0.00 0.00
H 3.81062 -1.13729 -6.47055 0.01 -0.01 0.00
H 4.45896 -3.04135 -5.01172 0.01 0.02 -0.04
N -5.37718 2.72718 -0.76837 0.02 0.08 -0.02
C -6.16908 3.62463 -1.35145 -0.04 -0.05 0.02
C -5.73889 4.86913 -1.78199 0.00 0.01 0.00
C -4.40619 5.20342 -1.59339 0.02 0.03 -0.01
C -3.56898 4.28403 -0.98769 0.00 0.03 -0.01
C -4.09686 3.06157 -0.59354 -0.09 -0.19 0.00
H -7.20490 3.32538 -1.47940 -0.01 0.04 -0.02
H -6.42976 5.55631 -2.25242 -0.02 -0.01 0.00
H -4.02847 6.16617 -1.91506 0.00 0.00 0.00
H -2.52313 4.49776 -0.81798 0.02 -0.04 0.02
H -3.46570 2.32028 -0.12169 0.06 0.06 0.02
```
Forces are in eV/Å.